Record 1
A 2-piece molecular cluster, C31H31N2O overall at a distorted geometry. Source: OMol25; level of theory: ωB97M-V/def2-TZVPD.

Cartesian coordinates (Å):
C (-1.20, 3.36, -4.72)
C (0.20, 2.73, -4.67)
C (0.64, 2.50, -3.22)
N (-0.37, 1.71, -2.48)
C (-0.15, 0.39, -2.22)
C (-1.06, -0.46, -1.62)
C (-0.85, -1.82, -1.47)
C (-1.78, -2.71, -0.85)
C (-1.63, -4.10, -1.00)
C (-2.54, -4.97, -0.45)
C (-3.62, -4.49, 0.28)
C (-3.78, -3.12, 0.45)
C (-2.88, -2.24, -0.10)
C (-1.69, 2.37, -2.47)
C (-2.21, 2.53, -3.90)
H (-1.16, 4.38, -4.32)
H (-1.54, 3.47, -5.76)
H (0.18, 1.77, -5.20)
H (0.93, 3.35, -5.21)
H (1.61, 1.99, -3.17)
H (0.77, 3.45, -2.70)
H (0.79, -0.02, -2.54)
H (-2.00, -0.05, -1.29)
H (0.04, -2.24, -1.89)
H (-0.80, -4.48, -1.57)
H (-2.43, -6.03, -0.59)
H (-4.34, -5.17, 0.70)
H (-4.61, -2.75, 1.03)
H (-3.01, -1.19, 0.06)
H (-2.40, 1.83, -1.84)
H (-1.57, 3.35, -2.00)
H (-3.21, 2.98, -3.92)
H (-2.31, 1.54, -4.36)
C (2.60, 4.42, -0.62)
C (3.45, 3.45, -1.12)
C (3.36, 2.15, -0.67)
C (2.42, 1.80, 0.29)
C (2.39, 0.40, 0.80)
C (1.76, 0.14, 2.03)
N (1.70, -1.09, 2.65)
C (2.46, -2.14, 2.21)
C (2.44, -3.38, 2.81)
C (1.62, -3.60, 3.88)
C (0.79, -2.58, 4.36)
C (0.82, -1.30, 3.75)
C (-0.06, -0.32, 4.22)
C (-0.95, -0.59, 5.23)
C (-0.99, -1.85, 5.82)
C (-0.13, -2.82, 5.41)
O (2.93, -0.49, 0.12)
C (1.54, 2.77, 0.75)
C (1.64, 4.07, 0.31)
H (2.69, 5.44, -0.95)
H (4.20, 3.72, -1.85)
H (4.03, 1.39, -1.04)
H (1.34, 0.97, 2.55)
H (3.10, -1.96, 1.37)
H (3.06, -4.17, 2.43)
H (1.59, -4.56, 4.35)
H (-0.07, 0.65, 3.76)
H (-1.65, 0.17, 5.54)
H (-1.71, -2.06, 6.59)
H (-0.15, -3.80, 5.86)
H (0.77, 2.51, 1.46)
H (0.97, 4.82, 0.70)

The LUMO energy comes out at -4.3 eV. The energy above the lowest of the compared OMol25 structures with the same formula, charge and spin comes out at 36.8 kJ/mol. The net charge is +1. Its HOMO-LUMO gap is 4.96 eV. The total energy comes out at -1384.38289 Eh.

Per-atom Mulliken charges, elementary charge units: number 1, C, carries -0.71; number 2, C, carries -0.68; number 3, C, carries -0.74; number 4, N, carries 0.38; number 5, C, carries -0.06; number 6, C, carries -0.11; number 7, C, carries -0.22; number 8, C, carries 0.81; number 9, C, carries -0.47; number 10, C, carries -0.64; number 11, C, carries -0.37; number 12, C, carries -0.77; number 13, C, carries -0.34; number 14, C, carries -0.80; number 15, C, carries -0.54; number 16, H, carries 0.30; number 17, H, carries 0.38; number 18, H, carries 0.33; number 19, H, carries 0.36; number 20, H, carries 0.45; number 21, H, carries 0.23; number 22, H, carries 0.35; number 23, H, carries 0.06; number 24, H, carries 0.39; number 25, H, carries 0.40; number 26, H, carries 0.42; number 27, H, carries 0.41; number 28, H, carries 0.42; number 29, H, carries 0.37; number 30, H, carries 0.43; number 31, H, carries 0.34; number 32, H, carries 0.37; number 33, H, carries 0.27; number 34, C, carries -0.45; number 35, C, carries -0.60; number 36, C, carries -0.35; number 37, C, carries 0.50; number 38, C, carries 0.75; number 39, C, carries -1.04; number 40, N, carries 0.33; number 41, C, carries -0.09; number 42, C, carries -1.02; number 43, C, carries -0.47; number 44, C, carries 0.91; number 45, C, carries 0.83; number 46, C, carries -0.69; number 47, C, carries -0.88; number 48, C, carries -0.52; number 49, C, carries -0.92; number 50, O, carries -0.84; number 51, C, carries -0.33; number 52, C, carries -0.94; number 53, H, carries 0.44; number 54, H, carries 0.42; number 55, H, carries 0.48; number 56, H, carries 0.37; number 57, H, carries 0.64; number 58, H, carries 0.45; number 59, H, carries 0.43; number 60, H, carries 0.41; number 61, H, carries 0.44; number 62, H, carries 0.42; number 63, H, carries 0.40; number 64, H, carries 0.53; number 65, H, carries 0.42



Record 2
A 10-piece molecular cluster, C23H68N2O17 overall at a distorted geometry. Source: OMol25; level of theory: ωB97M-V/def2-TZVPD.

Cartesian coordinates (Å):
C (16.85, -3.89, -7.87)
O (17.13, -2.52, -7.91)
H (16.32, -4.19, -6.97)
H (16.41, -4.24, -8.80)
H (17.80, -4.41, -7.80)
H (16.32, -2.02, -7.82)
C (9.89, -3.63, -3.47)
C (11.05, -2.89, -2.77)
C (12.01, -3.93, -2.09)
O (12.56, -4.76, -3.16)
C (13.28, -5.91, -2.60)
N (11.86, -2.20, -3.76)
H (9.16, -2.97, -3.95)
H (9.28, -4.14, -2.72)
H (10.13, -4.30, -4.29)
H (10.81, -2.19, -1.97)
H (11.37, -4.48, -1.40)
H (12.78, -3.37, -1.56)
H (14.00, -5.64, -1.83)
H (13.81, -6.28, -3.48)
H (12.49, -6.59, -2.28)
H (12.59, -1.67, -3.30)
H (12.23, -3.07, -4.11)
C (12.73, 2.81, -14.51)
C (13.34, 3.48, -13.24)
C (14.77, 3.08, -12.98)
O (14.72, 1.68, -12.76)
C (16.01, 1.15, -12.48)
N (13.25, 4.90, -13.42)
H (11.73, 3.08, -14.83)
H (12.69, 1.72, -14.48)
H (13.36, 3.13, -15.35)
H (12.69, 3.14, -12.44)
H (15.20, 3.57, -12.11)
H (15.39, 3.31, -13.85)
H (16.45, 1.60, -11.59)
H (16.70, 1.38, -13.30)
H (15.99, 0.08, -12.31)
H (13.63, 5.28, -12.57)
H (13.87, 5.10, -14.19)
C (11.96, 3.66, -3.47)
C (13.25, 3.48, -2.66)
O (13.76, 2.12, -2.75)
O (10.97, 2.74, -2.98)
H (12.13, 3.49, -4.53)
H (11.62, 4.69, -3.35)
H (13.22, 3.85, -1.63)
H (13.95, 4.05, -3.26)
H (14.65, 2.14, -3.11)
H (11.41, 1.91, -3.19)
C (7.47, 2.16, -6.66)
C (6.03, 2.57, -6.55)
O (5.76, 3.59, -7.48)
O (7.62, 1.51, -7.91)
H (7.73, 1.56, -5.78)
H (8.13, 3.03, -6.67)
H (5.78, 2.95, -5.56)
H (5.37, 1.73, -6.76)
H (5.42, 3.20, -8.29)
H (7.13, 2.06, -8.52)
C (11.59, -5.54, -8.40)
C (11.79, -6.97, -7.92)
O (13.17, -7.35, -7.76)
O (11.86, -5.45, -9.81)
H (12.32, -4.90, -7.90)
H (10.59, -5.13, -8.23)
H (11.42, -7.67, -8.66)
H (11.18, -7.05, -7.02)
H (13.55, -7.63, -8.59)
H (12.00, -4.55, -10.11)
C (12.85, 0.41, -8.71)
C (11.93, -0.43, -9.58)
O (12.68, -1.13, -10.58)
O (13.61, -0.35, -7.79)
H (12.20, 1.05, -8.11)
H (13.45, 1.12, -9.29)
H (11.23, 0.19, -10.14)
H (11.33, -0.99, -8.87)
H (13.29, -0.57, -11.06)
H (13.11, -0.37, -6.97)
C (15.07, -5.42, -13.90)
C (14.33, -4.50, -14.93)
O (14.46, -4.96, -16.24)
O (14.67, -6.76, -14.02)
H (14.95, -5.13, -12.85)
H (16.10, -5.44, -14.24)
H (14.58, -3.45, -14.76)
H (13.26, -4.62, -14.76)
H (14.75, -4.16, -16.69)
H (14.90, -7.00, -14.92)
C (17.85, 3.25, -6.23)
C (17.00, 4.28, -6.99)
O (17.47, 5.65, -6.82)
O (17.55, 3.26, -4.81)
H (18.93, 3.38, -6.20)
H (17.79, 2.23, -6.61)
H (15.96, 4.19, -6.67)
H (17.05, 4.08, -8.06)
H (18.24, 5.86, -7.35)
H (17.75, 4.17, -4.56)
C (10.90, 5.93, -8.86)
C (10.00, 6.73, -9.77)
O (9.83, 6.02, -10.93)
O (12.21, 6.12, -9.24)
H (10.72, 4.85, -8.91)
H (10.85, 6.24, -7.82)
H (10.53, 7.62, -10.13)
H (9.02, 7.03, -9.39)
H (10.71, 5.98, -11.31)
H (12.57, 6.83, -8.71)

The LUMO energy comes out at 0.1 eV. As for the SMILES: COC[C@H](C)N.COC[C@H](C)N.OCCO.OCCO.OCCO.OCCO.OCCO.OCCO.OCCO.CO. The energy above the lowest of the compared OMol25 structures with the same formula, charge and spin comes out at 400.7 kJ/mol. The net charge is 0. Its HOMO-LUMO gap is 9.22 eV. The total energy comes out at -2305.39380 Eh.

These are the Mulliken partial charges, in e, on atoms 1 to 99: number 1, C, carries -0.48; number 2, O, carries -0.50; number 3, H, carries 0.22; number 4, H, carries 0.20; number 5, H, carries 0.25; number 6, H, carries 0.31; number 7, C, carries -1.24; number 8, C, carries 0.20; number 9, C, carries -0.73; number 10, O, carries -0.25; number 11, C, carries -0.83; number 12, N, carries -0.67; number 13, H, carries 0.37; number 14, H, carries 0.36; number 15, H, carries 0.18; number 16, H, carries 0.40; number 17, H, carries 0.36; number 18, H, carries 0.38; number 19, H, carries 0.31; number 20, H, carries 0.23; number 21, H, carries 0.33; number 22, H, carries 0.25; number 23, H, carries 0.37; number 24, C, carries -1.48; number 25, C, carries 0.40; number 26, C, carries -0.69; number 27, O, carries -0.15; number 28, C, carries -0.90; number 29, N, carries -0.69; number 30, H, carries 0.38; number 31, H, carries 0.30; number 32, H, carries 0.32; number 33, H, carries 0.27; number 34, H, carries 0.37; number 35, H, carries 0.38; number 36, H, carries 0.32; number 37, H, carries 0.35; number 38, H, carries 0.26; number 39, H, carries 0.28; number 40, H, carries 0.30; number 41, C, carries -0.38; number 42, C, carries -0.22; number 43, O, carries -0.52; number 44, O, carries -0.50; number 45, H, carries 0.20; number 46, H, carries 0.34; number 47, H, carries 0.24; number 48, H, carries 0.24; number 49, H, carries 0.30; number 50, H, carries 0.29; number 51, C, carries -0.09; number 52, C, carries -0.55; number 53, O, carries -0.55; number 54, O, carries -0.49; number 55, H, carries 0.32; number 56, H, carries 0.16; number 57, H, carries 0.32; number 58, H, carries 0.29; number 59, H, carries 0.32; number 60, H, carries 0.27; number 61, C, carries -0.18; number 62, C, carries -0.48; number 63, O, carries -0.55; number 64, O, carries -0.53; number 65, H, carries 0.21; number 66, H, carries 0.33; number 67, H, carries 0.30; number 68, H, carries 0.31; number 69, H, carries 0.31; number 70, H, carries 0.28; number 71, C, carries -0.33; number 72, C, carries -0.43; number 73, O, carries -0.44; number 74, O, carries -0.47; number 75, H, carries 0.26; number 76, H, carries 0.28; number 77, H, carries 0.29; number 78, H, carries 0.30; number 79, H, carries 0.24; number 80, H, carries 0.28; number 81, C, carries -0.45; number 82, C, carries -0.30; number 83, O, carries -0.52; number 84, O, carries -0.54; number 85, H, carries 0.33; number 86, H, carries 0.26; number 87, H, carries 0.36; number 88, H, carries 0.21; number 89, H, carries 0.32; number 90, H, carries 0.31; number 91, C, carries -0.37; number 92, C, carries -0.23; number 93, O, carries -0.54; number 94, O, carries -0.52; number 95, H, carries 0.28; number 96, H, carries 0.34; number 97, H, carries 0.22; number 98, H, carries 0.23; number 99, H, carries 0.31